Molecular formula: CH2O3S
Method: DFT, wB97M-V/def2-TZVPD

XYZ file:
```
7
Properties=species:S:1:pos:R:3:nbo_charge:R:1
C -0.61 -0.52 -1.09 0.1790
O 0.68 -1.09 -0.98 -0.2578
O 0.50 0.30 -1.38 -0.2575
H -1.00 -0.23 -0.15 0.1660
H -1.37 -0.87 -1.90 0.1706
O 0.21 1.29 2.57 -0.7010
S 1.60 1.11 2.93 0.7007
```

Properties
HOMO-LUMO gap (spin up / spin down) ... 7.79 / 7.79 eV
Max |F| ... 2.42 eV/A
Charge ... 0
Electronic energy ... -662.99398 Ha
Structure (SMILES) ... C1OO1.O=S
ΔE to the lowest compared entry with this formula, charge and spin ... 112.26 kcal per mole


Molecular formula: CH2O3S
Method: DFT, wB97M-V/def2-TZVPD

XYZ file:
```
7
Properties=species:S:1:pos:R:3:nbo_charge:R:1
C -0.60 0.66 0.10 0.2786
O -3.65 0.65 0.91 -0.8376
O -3.69 -1.49 -0.43 -0.8204
O -0.91 0.90 -1.03 -0.5139
S -3.91 -0.07 -0.33 1.6529
H -1.34 0.85 1.06 0.1251
H 0.37 0.26 0.29 0.1153
```

Properties
HOMO-LUMO gap ... 9.34 eV
Max |F| ... 2.71 eV/A
Charge ... 0
Electronic energy ... -663.16255 Ha
ΔE to the lowest compared entry with this formula, charge and spin ... 6.48 kcal per mole


Molecular formula: CH2O3S
Method: DFT, wB97M-V/def2-TZVPD

XYZ file:
```
7
Properties=species:S:1:pos:R:3:nbo_charge:R:1
O 2.88 1.74 -0.41 -0.4999
C 3.09 0.70 0.06 0.7135
O 3.32 0.02 1.12 -0.5008
S 3.30 -1.01 -0.35 0.2869
O -0.26 -0.22 0.50 -0.9416
H -0.81 -0.73 -0.10 0.4714
H -0.07 0.61 0.05 0.4706
```

Properties
HOMO-LUMO gap ... 9.09 eV
Max |F| ... 1.50 eV/A
Charge ... 0
Electronic energy ... -663.14577 Ha
Structure (SMILES) ... O=C1OS1.O
ΔE to the lowest compared entry with this formula, charge and spin ... 17.01 kcal per mole


Molecular formula: CH2O3Sr
Method: DFT, wB97M-V/def2-TZVPD

XYZ file:
```
7
Properties=species:S:1:pos:R:3:nbo_charge:R:1
H 1.82 -0.77 -0.30 0.5335
O -0.23 1.03 0.83 -0.6396
C 0.29 -0.07 0.36 1.0129
O 1.56 -0.25 0.57 -0.5886
O -0.12 -0.50 -0.73 -0.8350
Sr -2.22 -0.31 -1.97 0.9985
H -1.10 0.87 1.24 0.5183
```

Properties
<S²> ... 0.750
HOMO-LUMO gap (spin up / spin down) ... 5.55 / 11.80 eV
Max |F| ... 5.44 eV/A
Charge ... +1
Electronic energy ... -295.46539 Ha
Spin multiplicity ... 2
ΔE to the lowest compared entry with this formula, charge and spin ... 0.00 kcal per mole


Molecular formula: CH2O4
Method: DFT, wB97M-V/def2-TZVPD

XYZ file:
```
7
Properties=species:S:1:pos:R:3:nbo_charge:R:1
O -1.50 1.03 0.14 -0.5851
C -0.53 0.33 -0.24 0.9695
O -0.30 0.15 -1.53 -0.6744
O 0.65 -0.37 0.27 -0.2797
O 0.96 -0.39 1.68 -0.4179
H -1.00 0.28 -2.10 0.5075
H 1.71 -1.04 1.78 0.4802
```

Properties
HOMO-LUMO gap ... 11.54 eV
Max |F| ... 5.05 eV/A
Charge ... 0
Electronic energy ... -340.14500 Ha
Structure (SMILES) ... O=C(O)OO
ΔE to the lowest compared entry with this formula, charge and spin ... 30.46 kcal per mole


Molecular formula: CH2OS2
Method: DFT, wB97M-V/def2-TZVPD

XYZ file:
```
6
Properties=species:S:1:pos:R:3:nbo_charge:R:1
C -0.71 0.01 -0.01 -0.5263
O 1.74 -0.26 0.30 -0.8266
S 1.08 1.24 -0.15 0.4204
S 0.60 -1.31 -0.07 0.5460
H -1.40 0.20 0.76 0.1962
H -1.30 0.12 -0.84 0.1904
```

Properties
HOMO-LUMO gap ... 7.50 eV
Max |F| ... 4.39 eV/A
Charge ... 0
Electronic energy ... -910.78510 Ha
ΔE to the lowest compared entry with this formula, charge and spin ... 81.88 kcal per mole


Molecular formula: CH2P2S3
Method: DFT, wB97M-V/def2-TZVPD

XYZ file:
```
8
Properties=species:S:1:pos:R:3:nbo_charge:R:1
C 0.66 1.03 0.54 -1.0283
P -0.81 0.06 1.42 0.6056
P -0.12 1.75 -0.79 0.6851
S -1.97 0.88 -0.25 -0.3727
S -0.81 -1.92 0.50 -0.1717
S 0.06 -1.68 -1.35 -0.0990
H 1.67 1.30 0.94 0.2489
H 1.32 -1.41 -1.01 0.1322
```

Properties
HOMO-LUMO gap ... 8.12 eV
Max |F| ... 2.54 eV/A
Charge ... 0
Electronic energy ... -1916.55995 Ha
ΔE to the lowest compared entry with this formula, charge and spin ... 33.39 kcal per mole


Molecular formula: CH30MnO20P
Method: DFT, wB97M-V/def2-TZVPD

XYZ file:
```
53
Properties=species:S:1:pos:R:3:nbo_charge:R:1
O 1.71 1.54 -1.98 -0.8328
H 1.30 0.74 -2.58 0.5485
H 1.35 1.51 -0.99 0.5485
H 1.38 2.37 -2.34 0.4971
O -2.01 1.82 -2.22 -0.7535
H -1.95 1.14 -1.45 0.5699
H -1.11 2.08 -2.48 0.5544
H -2.49 2.62 -1.94 0.5336
O -2.29 0.89 2.64 -0.7926
H -1.52 0.24 2.25 0.5413
H -2.63 1.47 1.94 0.5200
H -3.02 0.40 3.06 0.5597
O -0.09 3.88 1.02 -0.8013
H -0.03 4.42 0.21 0.5449
H -0.95 3.93 1.47 0.5522
H 0.24 2.89 0.92 0.5972
Mn -0.27 -1.53 -1.81 1.4933
C -0.43 -0.47 -4.15 0.9407
O 0.54 -0.14 -3.31 -0.9728
O -1.23 -1.33 -3.64 -0.8653
O -0.53 0.04 -5.28 -0.7146
P -0.17 0.00 0.26 2.5756
O 0.34 1.47 0.31 -1.2628
O -1.34 -0.18 -0.74 -1.2290
O -0.50 -0.54 1.68 -1.1729
O 0.99 -0.77 -0.45 -1.2230
O -1.61 -3.04 1.54 -0.9575
H -1.24 -2.13 1.62 0.4902
H -2.19 -3.14 2.31 0.4896
O 0.53 1.66 3.18 -0.9825
H 1.36 1.97 2.78 0.4994
H 0.23 0.93 2.60 0.4630
O -3.78 -0.80 0.19 -0.9468
H -2.93 -0.71 -0.31 0.4973
H -4.08 0.10 0.36 0.4309
O 3.36 0.53 0.40 -0.9865
H 3.99 -0.12 0.07 0.4958
H 2.48 0.17 0.15 0.4942
O 0.85 -1.99 3.53 -0.9492
H 1.76 -1.72 3.36 0.4715
H 0.32 -1.45 2.91 0.4680
O 2.65 2.83 1.74 -0.9756
H 2.78 3.64 1.23 0.4688
H 2.88 2.11 1.12 0.5111
O 1.22 -3.05 -2.42 -0.9569
H 1.31 -4.01 -2.38 0.5130
H 2.12 -2.71 -2.49 0.4998
O 2.47 -2.83 0.32 -0.9576
H 3.38 -2.54 0.26 0.4525
H 1.93 -2.01 0.20 0.4815
O -1.39 -3.17 -1.02 -1.0078
H -1.73 -3.28 -0.10 0.5291
H -1.95 -3.73 -1.57 0.5082
```

Properties
<S²> ... 8.753
HOMO-LUMO gap (spin up / spin down) ... 4.00 / 4.67 eV
Max |F| ... 4.20 eV/A
Charge ... +1
Electronic energy ... -3053.11426 Ha
Spin multiplicity ... 6


Molecular formula: CH30O18
Method: DFT, wB97M-V/def2-TZVPD

XYZ file:
```
49
Properties=species:S:1:pos:R:3:nbo_charge:R:1
C -0.02 0.19 -0.23 1.0312
O -0.01 0.54 1.06 -0.9073
O 0.83 -0.67 -0.62 -0.8952
O -0.93 0.66 -0.99 -0.8740
O -1.86 -0.39 -3.30 -0.9420
H -1.44 0.31 -3.77 0.4393
H -1.40 -0.36 -2.51 0.4879
O -1.00 -2.44 -1.45 -0.9610
H -0.41 -1.75 -1.19 0.4772
H -0.75 -2.65 -2.36 0.4609
O 2.54 -0.34 1.57 -0.9981
H 1.66 -0.24 1.16 0.4718
H 2.17 -0.15 2.45 0.4690
O 0.40 2.60 -2.00 -0.9660
H -0.21 3.30 -2.29 0.4334
H -0.10 1.81 -1.69 0.4857
O -2.50 1.42 1.82 -1.0053
H -3.06 0.94 1.18 0.4938
H -1.64 1.10 1.60 0.4807
O 2.46 1.50 -0.68 -0.9428
H 1.96 0.74 -0.41 0.4638
H 3.12 1.64 0.01 0.4659
O 0.63 2.94 1.43 -0.9806
H 0.40 2.03 1.27 0.4848
H -0.19 3.37 1.24 0.4536
O -2.90 -0.76 -0.01 -1.0096
H -2.06 -0.41 -0.36 0.4758
H -2.62 -1.58 0.42 0.4975
O -0.68 -0.60 3.18 -1.0037
H -1.63 -0.50 3.25 0.4880
H -0.38 -0.16 2.39 0.5040
O 1.35 -2.85 0.89 -0.9709
H 1.74 -3.52 0.31 0.4657
H 1.37 -2.06 0.35 0.5000
O 1.43 0.20 -3.10 -0.9499
H 0.95 -0.15 -2.36 0.4757
H 0.77 0.64 -3.60 0.4507
O -2.72 2.62 -1.04 -0.9596
H -2.38 3.12 -1.79 0.4369
H -2.11 1.91 -0.95 0.4999
O 1.80 0.46 4.03 -0.9529
H 1.62 -0.38 4.44 0.4736
H 0.94 0.74 3.61 0.5059
O 2.93 -2.02 -1.68 -0.9643
H 2.71 -2.09 -2.59 0.4554
H 2.20 -1.45 -1.39 0.4956
O -1.36 -2.58 1.50 -1.0281
H -1.09 -1.98 2.24 0.4857
H -0.57 -2.72 0.97 0.5021
```

Properties
HOMO-LUMO gap ... 9.13 eV
Max |F| ... 3.40 eV/A
Charge ... -2
Electronic energy ... -1410.52434 Ha
ΔE to the lowest compared entry with this formula, charge and spin ... 17.78 kcal per mole


Molecular formula: CH31NO15
Method: DFT, wB97M-V/def2-TZVPD

XYZ file:
```
48
Properties=species:S:1:pos:R:3:nbo_charge:R:1
C 0.98 -0.93 0.05 0.5582
N -0.41 -1.13 0.19 -0.8571
O 1.45 -1.39 -1.00 -0.6872
H 1.41 -0.49 0.90 0.1625
H -1.00 -1.21 -0.65 0.4220
H -0.86 -0.67 1.05 0.3958
H -0.39 -0.66 -4.54 0.4760
H -1.06 -0.32 -3.27 0.4742
O -0.44 0.05 -3.80 -0.9510
H 2.98 -1.13 -1.89 0.5057
H 3.62 -0.05 -2.80 0.4780
O 3.69 -0.55 -2.06 -0.9744
H -3.23 -1.43 -2.21 0.4737
H -3.17 -0.20 -1.37 0.5053
O -2.61 -0.82 -1.88 -0.9661
H 4.49 -0.54 0.35 0.4893
H 4.08 -2.00 0.84 0.4749
O 4.16 -0.98 1.11 -0.9625
H -0.50 2.74 0.29 0.4725
H -1.51 2.14 1.33 0.4870
O -0.53 2.21 1.08 -1.0141
H 1.26 2.54 2.64 0.4820
H 1.61 3.53 1.48 0.4746
O 1.86 2.77 1.97 -0.9545
H -3.04 -1.07 2.56 0.4869
H -2.63 -1.45 1.25 0.4506
O -3.24 -1.02 1.66 -0.9383
H -3.15 1.86 0.31 0.4981
H -3.40 1.57 1.69 0.4733
O -3.16 2.33 1.19 -0.9488
H -0.65 -2.12 3.51 0.5088
H -1.43 -0.99 4.07 0.4590
O -1.60 -1.85 3.71 -0.9804
H 2.87 2.26 -0.30 0.4812
H 2.86 0.78 -1.00 0.5088
O 2.80 1.81 -1.10 -1.0084
H -2.70 2.32 -1.96 0.4737
H -1.54 2.17 -1.23 0.5054
O -2.42 1.77 -1.32 -0.9724
H 0.37 -3.35 -1.76 0.4870
H -1.15 -3.56 -1.74 0.4607
O -0.34 -3.95 -1.99 -0.9480
H 1.59 -1.09 3.48 0.4854
H 1.85 -2.46 3.39 0.4819
O 1.11 -1.92 3.42 -0.9442
H 1.08 2.63 -1.90 0.5338
H -0.08 1.47 -2.05 0.5060
O 0.13 2.38 -1.70 -1.0248
```

Properties
HOMO-LUMO gap ... 10.38 eV
Max |F| ... 8.68 eV/A
Charge ... 0
Electronic energy ... -1239.98747 Ha
ΔE to the lowest compared entry with this formula, charge and spin ... 123.43 kcal per mole


Which of these has the highest max |F|? CH31NO15


Copy entry 4 word for word.
Molecular formula: CH2O3Sr
Method: DFT, wB97M-V/def2-TZVPD

XYZ file:
```
7
Properties=species:S:1:pos:R:3:nbo_charge:R:1
H 1.82 -0.77 -0.30 0.5335
O -0.23 1.03 0.83 -0.6396
C 0.29 -0.07 0.36 1.0129
O 1.56 -0.25 0.57 -0.5886
O -0.12 -0.50 -0.73 -0.8350
Sr -2.22 -0.31 -1.97 0.9985
H -1.10 0.87 1.24 0.5183
```

Properties
<S²> ... 0.750
HOMO-LUMO gap (spin up / spin down) ... 5.55 / 11.80 eV
Max |F| ... 5.44 eV/A
Charge ... +1
Electronic energy ... -295.46539 Ha
Spin multiplicity ... 2
ΔE to the lowest compared entry with this formula, charge and spin ... 0.00 kcal per mole